Entry 1:
Formula: CH4O2P
Source: the Open Molecules 2025 dataset
Level of theory: wB97M-V/def2-TZVPD

LUMO energy	4.588	eV
gap between HOMO and LUMO	0.29969	Ha
charge	-1

Positions of all 8 atoms, in Å:
C -0.67579 0.69923 -0.14924
O 1.66700 0.75038 0.95785
O 0.72403 -1.99673 0.11947
P 1.20848 0.39540 -0.40136
H -1.22818 -0.01780 -0.64684
H -0.96951 1.70137 -0.27504
H -0.69737 0.45601 0.91259
H -0.02865 -1.98786 -0.51744

Entry 2:
Formula: C4H8F18LiO3P3
Source: the Open Molecules 2025 dataset
Level of theory: wB97M-V/def2-TZVPD

LUMO energy	4.878	eV
gap between HOMO and LUMO	0.40918	Ha
charge	-2

Positions of all 37 atoms, in Å:
Li 0.17678 -0.25816 0.86547
P 3.36081 0.69982 0.03914
F 4.06373 1.35588 -1.26760
F 1.86734 0.88772 -0.59972
F 3.47653 -0.75390 -0.67710
F 2.67658 0.08551 1.35138
F 4.84342 0.44714 0.70324
F 3.24077 2.18935 0.67198
P -1.67226 1.61744 3.29332
F -1.17062 3.02405 2.63432
F -2.66084 1.42100 2.02753
F -0.42004 0.85714 2.50341
F -2.17410 0.23598 3.86889
F -0.65824 1.82509 4.55257
F -2.82202 2.39808 4.15103
P -0.14913 -3.19167 0.84416
F -0.81906 -1.88677 1.62869
F -1.20009 -4.16158 1.54265
F -1.12143 -2.99385 -0.42827
F 0.58360 -4.40232 0.06994
F 0.84752 -2.03901 0.23525
F 0.88948 -3.37814 2.07691
C 0.94277 -1.20912 -3.03031
C -0.58292 -1.02883 -2.95496
O -0.88480 0.36872 -2.92230
C -1.14650 0.90333 -1.73514
O -0.96424 0.32765 -0.70085
O -1.65208 2.10214 -1.88101
C -2.19345 2.70463 -0.67766
H 1.40245 -0.62478 -2.23124
H 1.41712 -0.93858 -3.97358
H 1.25368 -2.22406 -2.76546
H -0.87479 -1.61039 -2.08491
H -1.00612 -1.33853 -3.90850
H -1.49177 2.54239 0.13788
H -3.16245 2.28751 -0.41921
H -2.21565 3.75915 -0.93990

Entry 3:
Formula: C3H3FOS
Source: the Open Molecules 2025 dataset
Level of theory: wB97M-V/def2-TZVPD

LUMO energy	-1.484	eV
gap between HOMO and LUMO	0.28641	Ha
charge	0

Positions of all 9 atoms, in Å:
O -0.09015 1.73015 -0.03692
C -0.38919 0.59619 0.07919
C 0.56328 -0.51250 0.31399
S 2.08191 -0.30577 -0.09536
C -1.91462 0.22933 0.04859
F -1.94722 -1.15614 -0.17364
H 0.24759 -1.53421 0.63026
H -2.50159 0.41927 0.91783
H -2.36719 0.69313 -0.81480

Entry 4:
Formula: C24H31ClN7OPdS
Source: the Open Molecules 2025 dataset
Level of theory: wB97M-V/def2-TZVPD

LUMO energy (spin up / spin down)	-3.245 / -5.278	eV
gap between HOMO and LUMO (spin up / spin down)	0.27412 / 0.22387	Ha
charge	+1
spin multiplicity	3

Positions of all 66 atoms, in Å:
Pd 0.34395 -0.09609 -0.05120
C -0.99619 3.84406 -1.45457
C -0.86708 2.47015 -0.88140
N 0.25644 1.97429 -0.50100
N 1.38634 2.70862 -0.62911
C 2.48598 2.01406 -0.60330
N 3.65962 2.65888 -0.62668
S 2.56691 0.24259 -0.63791
C -2.03254 1.57634 -0.73191
C -3.34142 2.03745 -0.77694
C -4.38592 1.13620 -0.65390
C -4.10191 -0.21306 -0.50661
C -2.77650 -0.59916 -0.46674
N -1.77003 0.26545 -0.56734
H -0.09082 4.09915 -1.99748
H -1.11221 4.57501 -0.65036
H -1.85468 3.91724 -2.11845
H 3.67421 3.66462 -0.60363
H 4.52259 2.14667 -0.62789
H -3.53319 3.09434 -0.89642
H -5.41093 1.48224 -0.66882
H -4.88648 -0.95153 -0.41428
H -2.49989 -1.64006 -0.34783
C -2.57620 -4.88760 -1.74980
C -2.87602 -6.01120 -0.74962
C -4.29059 -6.52232 -1.07838
C -1.88229 -7.15492 -1.00120
C -2.75705 -5.55223 0.74727
O -3.11740 -6.60786 1.63489
C -3.54829 -4.26784 1.09697
C -4.99202 -4.46526 1.59711
C -5.76080 -3.16816 1.54090
C -6.70791 -2.93954 0.54702
C -7.38924 -1.73206 0.46490
C -7.11435 -0.73559 1.38682
Cl -7.94164 0.78542 1.28157
C -6.18072 -0.93999 2.39099
C -5.51223 -2.15238 2.46124
C -1.28138 -5.38095 1.18642
N -0.56594 -4.22239 0.67519
C -0.52847 -2.98177 1.15833
N 0.25875 -2.23366 0.40133
C 0.68303 -3.09821 -0.56646
N 0.20769 -4.30839 -0.42639
H -2.64893 -5.29899 -2.75831
H -1.56702 -4.48684 -1.63922
H -3.29731 -4.07003 -1.69338
H -4.28844 -6.91570 -2.09516
H -5.02946 -5.72232 -1.05213
H -4.61855 -7.34073 -0.43440
H -2.13623 -7.66699 -1.92991
H -1.91359 -7.89046 -0.19667
H -0.86227 -6.78027 -1.10354
H -4.02403 -6.88054 1.46542
H -3.55811 -3.59455 0.23985
H -3.02128 -3.74137 1.89661
H -4.96725 -4.83196 2.62425
H -5.51777 -5.20799 1.00226
H -6.93139 -3.72014 -0.17127
H -8.13100 -1.56905 -0.30534
H -5.98763 -0.15890 3.11419
H -4.79607 -2.31430 3.25940
H -0.70840 -6.25868 0.90609
H -1.30023 -5.32273 2.27356
H -1.02336 -2.65901 2.05834
H 1.35792 -2.82471 -1.36018

Q: Which of these has the highest charge?
A: C24H31ClN7OPdS

Q: Which value of charge does entry 3 give?
A: 0

Q: Which of these has the highest charge?
A: C24H31ClN7OPdS

Q: charge of number 1 (CH4O2P)?
A: -1